[1]
A 11-piece molecular cluster, C4H31NO10S2 overall at a distorted geometry. Source: OMol25; level of theory: ωB97M-V/def2-TZVPD.

```
48
Properties=species:S:1:pos:R:3:lowdin_charge:R:1
C 0.47021 -0.46194 -1.53712 -0.0882
N 0.52122 0.37826 -0.34558 -0.1322
C -0.67280 1.18920 -0.12212 -0.4410
C -0.94497 2.23452 -1.21252 -0.0437
C -0.39083 1.86086 1.26924 -0.5230
S -1.65646 3.02778 1.78994 0.4627
S -3.33138 1.91346 2.03246 0.3491
H 1.32186 -0.29852 -2.22086 0.0933
H -0.30589 -0.23496 -2.27331 0.0687
H 0.53346 -1.53068 -1.25124 0.0843
H 1.30121 1.01904 -0.45457 0.0808
H -1.49611 0.47728 0.10448 0.1086
H -0.05234 2.34270 -1.80079 0.0838
H -1.45716 3.09466 -0.80815 0.0385
H -1.79064 1.81624 -1.78618 0.0784
H -0.17952 1.11516 2.05201 0.0811
H 0.56673 2.41596 1.31067 0.0505
H -3.33802 1.67260 3.31531 -0.2199
O 2.64754 2.88041 1.53791 -0.0598
H 2.48381 2.03551 1.09972 -0.0108
H 3.36815 3.28290 1.03799 0.0547
O 2.03063 -1.11574 3.61328 -0.0567
H 1.95827 -1.21546 2.65767 -0.0071
H 1.50303 -0.47182 4.08073 0.0356
O 3.37655 0.44793 -0.13648 -0.0884
H 4.04389 0.64867 -0.81640 0.0751
H 3.91173 0.20229 0.66737 -0.0055
O -2.78653 -0.71991 -4.02375 -0.0612
H -2.05944 -0.40335 -3.48981 0.0129
H -2.86071 -1.63332 -3.67792 0.0281
O -2.20042 -2.27213 0.29720 -0.0779
H -1.30705 -2.02251 0.65752 0.0131
H -2.55955 -1.37793 0.21553 0.0255
O 3.26068 -2.82559 0.36802 -0.0489
H 3.14044 -1.85700 0.31876 0.0074
H 2.41478 -3.14613 0.03708 0.0213
O -3.24872 -2.56661 -2.12999 -0.0805
H -3.14478 -3.23829 -1.43724 0.0480
H -4.03180 -2.18907 -1.69657 0.0402
O -4.81542 -0.08930 -2.27518 -0.0745
H -4.20949 -0.14933 -3.04045 -0.0020
H -4.93365 0.81598 -1.98696 0.0290
O 0.44421 -1.71183 1.30673 -0.0738
H 0.41223 -1.03664 0.59342 -0.0172
H 0.74108 -2.57472 1.01699 0.0443
O 4.71389 0.15829 2.08966 -0.0296
H 4.38993 -0.68729 2.43424 0.0611
H 4.21816 0.80037 2.61924 0.0656
```

The value obtained for the highest occupied orbital energy is -9.4 eV. Its LUMO energy is -0.040 eV. The spin multiplicity is 1. As for the SMILES: CN[C@H](C)CSS.O.O.O.O.O.O.O.O.O.O. The energy relative to the best compared isomer or geometry (same formula, charge and spin) is 0.00 kcal per mole. Its gap between HOMO and LUMO is 9.4 eV.

***

[2]
C12H14IrN3O8P2S6 as an isolated structure. Source: OMol25; level of theory: ωB97M-V/def2-TZVPD.

```
46
Properties=species:S:1:pos:R:3:lowdin_charge:R:1
Ir -0.00550 0.67570 -0.42480 0.8444
S 1.33496 3.80517 -2.68778 0.3230
C 2.13364 2.90386 -1.53153 -1.8341
S 1.90402 1.08591 -1.63591 0.3097
S 3.16122 3.46338 -0.32341 0.3166
O -2.41343 -0.95522 3.01503 -0.1419
P -1.23744 -1.00555 1.89977 0.1938
O -1.59335 0.08872 0.91155 -0.4551
O 0.06843 -1.06529 2.58141 -0.2776
O -1.55991 -2.43176 1.18706 -0.4105
P -1.72394 -2.99645 -0.33529 0.7881
O -3.23406 -2.54687 -0.77495 -0.2851
O 0.17332 -1.24595 -0.78129 -0.4469
O -1.02766 -1.84976 -1.29185 -0.4922
H -3.19004 -0.55183 2.61235 0.0609
H -3.23517 -1.59334 -0.97724 0.0449
C 3.33096 0.07578 3.40513 -0.0519
N 2.24608 0.95297 3.03264 -0.1711
C 1.27293 1.26688 4.05854 -0.0475
C 1.92120 1.08133 1.74598 -0.3736
O 0.87103 1.61027 1.36696 -0.1605
H 3.92671 0.52790 4.20152 0.0807
H 3.97289 -0.09411 2.54292 0.0910
H 2.93823 -0.88609 3.74736 0.0923
H 1.78421 1.70552 4.91835 0.0809
H 0.74086 0.35872 4.35155 0.0788
H 0.55621 1.97698 3.65696 0.0914
H 2.65520 0.70943 1.02485 0.0891
S 0.35804 -2.11613 -6.60213 0.4905
C -0.46163 -1.30015 -5.39044 -1.0945
S 0.31265 -0.32916 -4.18259 0.9755
C -1.23219 -0.03894 -3.42434 -1.0198
N -2.22449 -0.60916 -4.02632 0.0100
N -1.78918 -1.29540 -5.14063 -0.1560
C -2.79132 -2.03912 -5.81992 -0.2101
C -2.83920 -2.08028 -7.20613 -0.0517
C -3.84322 -2.80685 -7.82923 -0.0970
C -4.79588 -3.48157 -7.07970 -0.1164
C -4.74547 -3.42258 -5.69317 -0.0928
C -3.74629 -2.70288 -5.05807 -0.0069
S -1.54891 0.97970 -2.05530 0.5645
H -2.09210 -1.55393 -7.77985 0.0788
H -3.87872 -2.84122 -8.91137 0.0945
H -5.57608 -4.04882 -7.57289 0.0889
H -5.48479 -3.94321 -5.09730 0.0964
H -3.69482 -2.63948 -3.97956 0.1084
```

The value obtained for the highest occupied orbital energy is -1.1 eV. Its LUMO energy is 4.220 eV. The spin multiplicity is 1. The charge is -2. The energy relative to the best compared isomer or geometry (same formula, charge and spin) is 174.28 kcal per mole. Its gap between HOMO and LUMO is 5.3 eV.

***

[3]
A 2-piece molecular cluster, C4H13N2 overall at a distorted geometry. Source: OMol25; level of theory: ωB97M-V/def2-TZVPD.

```
19
Properties=species:S:1:pos:R:3:lowdin_charge:R:1
C 1.09562 -1.05730 -0.09008 -0.1278
N 2.40314 -1.39081 0.07508 0.1200
C 0.91311 0.59303 0.45067 -0.3808
N -0.39455 0.70188 0.43580 0.2681
C -3.68593 -0.13656 0.03814 -0.0433
C 1.63594 1.43034 -0.62592 0.0183
H 0.67969 -1.09458 -1.09945 0.1455
H 0.42547 -1.65119 0.52577 0.1348
H 2.63145 -2.21622 0.60994 0.1323
H 3.01912 -1.29045 -0.72055 0.1264
H 1.31547 0.64984 1.46113 0.1456
H -0.74198 1.18971 1.27545 0.1328
H -2.59902 -0.15828 0.06283 -0.0413
H -4.01282 0.14555 -0.95411 0.0256
H -3.98542 -1.12050 0.42183 0.0279
H -3.98022 0.53851 0.83829 0.0193
H 2.66352 1.09461 -0.76358 0.0939
H 1.09846 1.29836 -1.56800 0.1037
H 1.51897 2.47405 -0.37322 0.0990
```

The value obtained for the highest occupied orbital energy is -15.0 eV. Its LUMO energy is -7.549 eV. The spin multiplicity is 1. The charge is +1. The energy relative to the best compared isomer or geometry (same formula, charge and spin) is 122.13 kcal per mole. Its gap between HOMO and LUMO is 7.5 eV.